No. 1
The following is a quantum chemistry calculation of the ion C4H5FN3O3 with charge -1 in a non-equilibrium geometry, from the OMol25 dataset.

```
16
Properties=species:S:1:pos:R:3:lowdin_charge:R:1
C 1.15473 1.33018 -0.03954 -0.54
C 1.61556 -1.15945 -0.04882 -0.59
C -0.29904 0.91620 -0.48566 -0.15
C -0.51670 -0.40012 0.50389 -0.36
N 2.00938 0.27481 -0.13480 0.14
N 0.38760 -1.41876 0.24979 0.17
N -1.78238 -1.00413 0.39324 -0.09
O -2.53457 -0.34359 -0.61241 -0.11
O 1.41648 2.49366 0.24700 -0.04
O 2.50330 -2.01812 -0.29431 -0.01
F -1.20658 1.89778 -0.08824 -0.02
H -0.27563 0.77564 -1.50364 0.11
H -0.44679 0.07209 1.59372 0.18
H 2.93700 0.57389 0.14785 0.13
H -3.33391 -0.03791 -0.10600 0.11
H -1.62846 -1.95216 0.17795 0.08
```

The spin multiplicity is 3. Its charge is -1. The HOMO-LUMO gap (alpha / beta) comes out at 3.32 / 7.09 eV. As for the expectation value of S²: 2.0227.


No. 2
The following is a quantum chemistry calculation of a cluster of 4 separate species, C28H65IO11Si in total, from the OMol25 dataset.

```
106
Properties=species:S:1:pos:R:3:lowdin_charge:R:1
C 1.29106 2.15101 0.04470 -0.09
O 0.39729 2.23332 1.13841 -0.21
C -0.81833 1.53931 0.96994 -0.25
C -0.66298 0.03510 1.11718 -0.23
C -0.10715 -0.35892 2.49818 -0.27
Si -1.38774 -0.85055 3.78596 0.67
C -2.96596 0.14197 3.59025 -0.29
C -3.96467 -0.11865 4.72512 -0.26
C -5.02958 0.95270 4.83649 -0.28
O -5.95517 0.89823 3.75558 -0.06
C -1.77485 -2.69727 3.83594 -0.38
C -2.59627 -3.24834 2.68691 -0.80
C -1.86555 -3.26592 1.34324 -0.15
I -3.24391 -5.26836 3.19341 0.82
H 2.13381 1.49998 0.28004 0.09
H 1.65792 3.15495 -0.16687 0.06
H 0.80179 1.76101 -0.85029 0.09
H -1.25396 1.77129 -0.00929 0.12
H -1.49409 1.93544 1.72883 0.11
H 0.00963 -0.31295 0.33143 0.11
H -1.63614 -0.41747 0.91950 0.08
H 0.45783 0.48645 2.89364 0.07
H 0.60710 -1.17624 2.38894 0.07
H -0.84535 -0.52572 5.13304 0.01
H -2.67474 1.19741 3.59500 0.07
H -3.44873 -0.06321 2.63213 0.08
H -3.44453 -0.20082 5.68222 0.10
H -4.48442 -1.05936 4.53178 0.11
H -5.61543 0.82136 5.74518 0.11
H -4.55592 1.93808 4.89067 0.12
H -5.60154 1.41046 3.02245 0.08
H -2.29833 -2.88129 4.77526 0.05
H -0.83628 -3.25323 3.90040 0.08
H -3.54315 -2.72367 2.60418 0.05
H -2.29479 -2.52737 0.66774 0.07
H -1.93061 -4.22797 0.84477 0.04
H -0.81303 -3.02438 1.48185 0.07
C 7.84645 0.73395 -0.33440 -0.11
O 7.04861 0.66080 -1.49187 -0.19
C 6.04022 -0.32334 -1.38902 -0.21
C 4.98020 -0.11971 -2.44518 -0.18
O 4.07521 0.93150 -2.15221 -0.13
C 4.51541 2.25695 -2.39319 -0.18
C 4.54608 2.64835 -3.85192 -0.21
O 5.70574 2.14585 -4.48413 -0.19
C 5.61797 2.20905 -5.88778 -0.11
H 8.36136 -0.21439 -0.13856 0.09
H 8.59027 1.51022 -0.50049 0.09
H 7.24751 0.99289 0.54672 0.09
H 5.57046 -0.28208 -0.39704 0.13
H 6.47906 -1.32356 -1.51741 0.13
H 4.36760 -1.02317 -2.47151 0.13
H 5.44302 0.01599 -3.42537 0.12
H 5.48644 2.44509 -1.92879 0.13
H 3.76930 2.88725 -1.90388 0.12
H 4.53038 3.74569 -3.92360 0.13
H 3.64529 2.26101 -4.34674 0.13
H 4.77758 1.61235 -6.26197 0.09
H 6.54613 1.80935 -6.29047 0.09
H 5.49453 3.24113 -6.23772 0.09
C -0.57243 5.20917 1.90898 -0.11
O -0.07173 6.30665 1.18042 -0.18
C 0.66370 5.89351 0.04728 -0.22
C 0.84933 7.03716 -0.92090 -0.18
O -0.30635 7.32334 -1.68900 -0.12
C -1.29654 8.11910 -1.06148 -0.19
C -0.98857 9.59755 -1.07670 -0.21
O -0.04410 9.92347 -0.07630 -0.19
C 0.50902 11.20435 -0.26121 -0.11
H 0.23222 4.55912 2.26878 0.08
H -1.12381 5.60791 2.75855 0.09
H -1.24771 4.60412 1.29188 0.08
H 0.14136 5.07215 -0.46360 0.12
H 1.65457 5.52735 0.35651 0.13
H 1.60847 6.73457 -1.64561 0.13
H 1.20513 7.92517 -0.39263 0.12
H -1.48317 7.78493 -0.03786 0.12
H -2.20249 7.96566 -1.65120 0.13
H -1.92066 10.15583 -0.90559 0.13
H -0.60203 9.87357 -2.06674 0.13
H 1.03533 11.27672 -1.22027 0.09
H 1.21683 11.37390 0.54741 0.09
H -0.26124 11.98455 -0.22776 0.09
C 0.35887 -9.88990 -0.05215 -0.12
O -0.97569 -9.53495 -0.32092 -0.19
C -1.51395 -8.67829 0.66829 -0.21
C -2.77289 -8.00899 0.17544 -0.20
O -2.52916 -6.93657 -0.72102 -0.14
C -2.29102 -7.28746 -2.07192 -0.19
C -3.54881 -7.58364 -2.85406 -0.21
O -4.02311 -8.88418 -2.56743 -0.19
C -5.34634 -9.07862 -3.00561 -0.11
H 0.45054 -10.42400 0.90155 0.09
H 0.69057 -10.54504 -0.85510 0.09
H 1.00733 -9.00635 -0.01858 0.09
H -0.78185 -7.90616 0.93956 0.13
H -1.75193 -9.25534 1.57375 0.13
H -3.25312 -7.54874 1.03964 0.06
H -3.45166 -8.74525 -0.26140 0.13
H -1.59563 -8.12736 -2.14771 0.12
H -1.82596 -6.40637 -2.51937 0.13
H -3.32849 -7.49589 -3.92824 0.13
H -4.31275 -6.83700 -2.59967 0.13
H -6.03539 -8.38184 -2.51407 0.09
H -5.62810 -10.09792 -2.75018 0.09
H -5.43471 -8.94757 -4.09113 0.09
```

The HOMO-LUMO gap comes out at 9.63 eV. The SMILES is COCCC[Si@@H](CCCO)C[C@@H](C)I.COCCOCCOC.COCCOCCOC.COCCOCCOC.


No. 3
The following is a quantum chemistry calculation of a cluster of 7 separate species, C30H62Cl2O10PS in total in a non-equilibrium geometry, from the OMol25 dataset.

```
106
Properties=species:S:1:pos:R:3:lowdin_charge:R:1
C 5.45274 0.76188 1.06571 -0.09
C 4.18885 -0.23352 1.52344 -0.33
O 3.60064 -0.93698 0.36993 -0.13
C 2.98092 0.64114 2.28975 -0.30
O 1.74078 0.22691 1.68445 -0.46
P 0.57831 1.49201 1.38516 0.25
S 0.76647 2.00719 3.47234 0.50
C -0.76768 0.24629 1.88638 -0.34
C -1.54540 -0.59394 0.74904 -0.22
C -2.67825 0.23235 -0.12734 -0.24
O -3.54686 0.95081 0.83187 -0.17
C 0.62891 0.93167 -0.45607 -0.20
C 2.16658 1.56445 -1.10178 -0.19
C 1.96961 2.81827 -2.28613 -0.08
O 2.42616 1.27307 -2.61580 -0.24
C -0.65448 2.90624 1.00448 -0.69
Cl 0.35811 4.36436 0.33759 0.50
C -1.53093 3.51587 2.21239 -0.69
C -2.93730 4.09224 1.49524 -0.17
Cl -0.78420 5.10255 2.93160 0.40
H 6.20369 0.84558 1.98465 0.08
H 5.07280 1.83244 0.72003 0.07
H 6.04152 0.28910 0.15104 0.06
H 4.65863 -1.01629 2.26772 0.13
H 4.37171 -1.48898 0.00060 0.10
H 3.11356 0.34085 3.43803 0.11
H 3.31846 1.74789 2.18774 0.09
H 1.62160 2.42236 1.04339 -0.03
H 0.54915 0.85462 4.26834 -0.11
H -1.60723 0.69054 2.61188 0.08
H -0.21583 -0.56054 2.57630 0.10
H -2.21508 -1.37863 1.36189 0.11
H -0.87402 -1.31993 0.07949 0.11
H -3.38406 -0.56794 -0.65601 0.10
H -2.24538 0.90090 -0.97945 0.10
H -4.45601 1.08653 0.39127 0.11
H -0.14528 1.43325 -1.15431 0.06
H 0.83814 -0.20072 -0.62442 0.08
H 3.13626 1.65528 -0.31186 0.13
H 0.83595 3.02197 -2.49216 0.08
H 2.85094 3.59628 -2.36059 0.09
H -1.40194 2.67353 0.10697 0.07
H -1.93271 2.79006 3.02973 0.08
H -2.79626 4.32730 0.35812 0.05
H -3.86364 3.37806 1.72399 0.08
H -3.23271 5.13084 2.00483 0.05
C -6.63441 -2.39101 -1.41848 -0.03
C -6.20865 -1.18760 -2.21645 -0.48
O -5.10830 -0.66521 -2.04614 0.05
C -7.18137 -0.64818 -3.23080 -0.03
H -5.83285 -2.66930 -0.72603 0.06
H -7.53059 -2.15462 -0.83939 0.09
H -6.82544 -3.23270 -2.08898 0.09
H -8.10190 -0.33423 -2.73231 0.08
H -7.39675 -1.41231 -3.98190 0.08
H -6.73980 0.22031 -3.73081 0.08
C -1.41098 5.86701 -2.33524 -0.04
C -2.48216 4.87613 -2.70535 -0.48
O -2.84446 4.00358 -1.91791 0.04
C -3.09281 4.99427 -4.07620 -0.03
H -1.06235 5.66122 -1.31763 0.01
H -0.56499 5.77279 -3.02064 0.09
H -1.81617 6.88154 -2.36781 0.08
H -2.32160 4.86119 -4.83907 0.08
H -3.57279 5.96994 -4.18624 0.08
H -3.85072 4.21423 -4.20419 0.08
C -6.35185 -5.02657 3.07722 -0.03
C -5.48719 -4.83644 1.85965 -0.47
O -5.85974 -4.14434 0.91368 0.04
C -4.14911 -5.52593 1.84443 -0.02
H -7.28699 -4.47130 2.94840 0.08
H -6.58856 -6.08607 3.20292 0.08
H -5.83679 -4.64399 3.96200 0.09
H -4.28785 -6.60767 1.91527 0.08
H -3.53607 -5.16559 2.67436 0.09
H -3.63489 -5.29931 0.90449 0.09
C 8.86971 -2.09364 -2.59380 -0.03
C 7.46799 -1.72134 -2.19028 -0.48
O 7.20654 -1.36924 -1.04123 0.04
C 6.39867 -1.79658 -3.24715 -0.01
H 9.53497 -1.99244 -1.72974 0.08
H 8.89475 -3.13160 -2.93493 0.08
H 9.21877 -1.42456 -3.38437 0.08
H 6.31377 -2.82137 -3.61733 0.07
H 6.63778 -1.11432 -4.06677 0.09
H 5.43802 -1.50001 -2.81302 0.09
C 4.71970 -6.60050 -4.77456 -0.03
C 5.14546 -5.39709 -5.57253 -0.49
O 6.24580 -4.87470 -5.40222 0.04
C 4.17273 -4.85767 -6.58688 -0.03
H 5.52126 -6.87879 -4.08211 0.08
H 3.82351 -6.36411 -4.19547 0.09
H 4.52866 -7.44219 -5.44506 0.08
H 3.25220 -4.54372 -6.08839 0.09
H 3.95735 -5.62180 -7.33798 0.08
H 4.61430 -3.98918 -7.08689 0.09
C 0.24860 2.47950 8.70772 -0.04
C -0.16277 2.10875 7.30787 -0.49
O 0.51906 1.34882 6.62210 0.02
C -1.44065 2.70384 6.77969 -0.02
H 1.18953 1.97639 8.95462 0.08
H 0.40089 3.55953 8.77637 0.08
H -0.51730 2.15714 9.41763 0.08
H -1.36349 3.79388 6.76256 0.09
H -2.28167 2.39149 7.40382 0.08
H -1.61123 2.34843 5.75800 0.07
```

Its charge is -1. The HOMO-LUMO gap comes out at 6.16 eV.


No. 4
The following is a quantum chemistry calculation of the molecule C27H28ClN3O4, from the OMol25 dataset.

```
63
Properties=species:S:1:pos:R:3:lowdin_charge:R:1
C -5.33821 -2.05901 -1.56301 -0.09
H -6.01097 -2.85654 -1.87527 0.09
O -5.95047 -1.45932 -0.44954 -0.08
C -5.31440 -0.42181 0.16969 -0.27
C -5.98202 0.12921 1.26497 -0.02
C -5.41228 1.18511 1.94169 -0.08
C -4.18448 1.70055 1.56170 -0.04
C -3.50600 1.16038 0.47102 -0.22
C -4.09280 0.09680 -0.22453 0.04
H -3.58652 -0.29948 -1.08958 0.10
N -2.29866 1.67638 0.00513 -0.10
C -1.81973 2.95190 0.48900 -0.15
H -2.66585 3.62370 0.63534 0.12
C -0.88943 3.56638 -0.56232 -0.11
N 0.20039 2.66186 -0.86670 -0.04
C 1.46475 3.01758 -0.56333 -0.40
O 1.72905 4.11577 -0.10356 0.06
C 2.55169 1.98943 -0.83936 -0.08
H 2.47909 1.61853 -1.86491 0.16
C 2.58427 0.82457 0.15897 -0.07
C 2.52330 -0.59481 -0.38619 -0.41
O 1.72427 -1.02528 -1.19335 0.09
N 3.50019 -1.30142 0.21270 -0.06
C 3.66642 -2.73293 0.07023 -0.10
C 2.34331 -3.43823 -0.06568 -0.24
C 2.07871 -4.25462 -1.15671 -0.03
C 0.86386 -4.90213 -1.28894 -0.07
C -0.11732 -4.73646 -0.32746 -0.08
C 0.12278 -3.93049 0.77090 -0.10
C 1.34662 -3.29718 0.89526 -0.59
Cl 1.61835 -2.30657 2.28857 0.75
H -0.63234 -3.79043 1.52908 0.10
H -1.07140 -5.23077 -0.42844 0.10
H 0.68057 -5.52915 -2.14795 0.10
H 2.83639 -4.37259 -1.91663 0.12
H 4.18011 -3.09010 0.96955 0.13
H 4.29184 -2.95505 -0.80267 0.14
C 4.40121 -0.53038 1.04699 -0.04
C 4.05060 0.89547 0.68360 -0.38
C 4.12689 2.09643 1.59341 0.03
C 4.07201 3.13902 0.77290 0.00
H 4.04060 4.18608 0.98891 0.11
C 4.00023 2.55296 -0.62244 -0.22
H 4.37717 3.16493 -1.43564 0.16
O 4.73765 1.35166 -0.47738 0.00
H 4.14208 2.05345 2.66379 0.11
H 5.44153 -0.75341 0.79729 0.14
H 4.22329 -0.73218 2.10981 0.13
H 1.84729 0.93013 0.95831 0.17
C -0.28181 1.38218 -1.33124 -0.11
H 0.52593 0.68602 -1.54290 0.09
C -1.19845 0.77562 -0.26594 -0.12
H -1.56474 -0.18873 -0.61104 0.12
H -0.60961 0.60256 0.65137 0.13
H -0.86186 1.54720 -2.24660 0.14
H -0.46211 4.50056 -0.19578 0.12
H -1.45619 3.75542 -1.47992 0.13
H -1.27082 2.85128 1.44009 0.14
H -3.75730 2.50967 2.13170 0.10
H -5.92430 1.61199 2.79147 0.10
H -6.93372 -0.28418 1.55542 0.11
H -5.21483 -1.34869 -2.38740 0.10
H -4.36379 -2.48877 -1.30641 0.09
```

The HOMO-LUMO gap comes out at 8.34 eV. The SMILES is COc1cccc(N2CCN(C(=O)[C@@H]3[C@H]4C(=O)N(Cc5ccccc5Cl)C[C@]45C=C[C@H]3O5)CC2)c1. For the energy relative to the best compared isomer or geometry (same formula, charge and spin), the calculation gives 1.550 eV.